No. 1
{
  "formula": "C26H60BN2O22P5SSi",
  "method": "wB97M-V/def2-TZVPD",
  "species": ["C", "Si", "C", "C", "C", "C", "C", "C", "C", "N", "C", "B", "O", "O", "C", "S", "N", "C", "H", "H", "H", "H", "H", "H", "H", "H", "H", "H", "H", "H", "H", "H", "H", "C", "O", "P", "O", "O", "C", "O", "C", "H", "H", "H", "H", "H", "H", "H", "H", "H", "C", "O", "P", "O", "O", "C", "O", "C", "H", "H", "H", "H", "H", "H", "H", "H", "H", "C", "O", "P", "O", "O", "C", "O", "C", "H", "H", "H", "H", "H", "H", "H", "H", "H", "C", "O", "P", "O", "O", "C", "O", "C", "H", "H", "H", "H", "H", "H", "H", "H", "H", "C", "O", "P", "O", "O", "C", "O", "C", "H", "H", "H", "H", "H", "H", "H", "H", "H"],
  "xyz": [[-3.3278, -4.5029, -0.2868], [-3.5214, -3.0261, -1.4545], [-1.9077, -2.0792, -1.4346], [-3.9140, -3.7094, -3.1521], [-4.9451, -2.0068, -0.7132], [-4.6819, -0.7986, -0.1273], [-5.7246, -0.0482, 0.4660], [-6.9912, -0.5311, 0.4518], [-7.3215, -1.7637, -0.1530], [-8.6329, -2.1666, -0.0982], [-8.8022, -3.3443, -0.6724], [-10.2741, -3.9566, -0.6514], [-10.7742, -4.4013, 0.5684], [-11.0405, -4.0483, -1.7730], [-7.7500, -4.1042, -1.2640], [-8.1492, -5.7156, -1.9293], [-6.5110, -3.7175, -1.3069], [-6.2767, -2.5052, -0.7401], [-4.3378, -4.8289, -0.0339], [-2.7679, -5.3223, -0.7340], [-2.8385, -4.1267, 0.6140], [-1.1006, -2.8020, -1.5814], [-1.7144, -1.5411, -0.5065], [-1.8426, -1.3847, -2.2762], [-4.6631, -4.4944, -3.0680], [-3.0081, -4.2094, -3.5136], [-4.1876, -2.9593, -3.8932], [-3.6533, -0.4641, -0.1258], [-5.5151, 0.8929, 0.9567], [-7.7862, 0.0443, 0.9094], [-10.1798, -5.0921, 0.8872], [-11.5487, -4.8667, -1.7278], [-8.5207, -5.4195, -3.1834], [3.9552, 2.0542, -5.2611], [2.6174, 2.2791, -4.7860], [1.9203, 1.0035, -3.9906], [1.9199, 0.0589, -5.1569], [0.5476, 1.8406, -3.8243], [0.0010, 2.5286, -4.9450], [1.3168, -0.0325, -2.8580], [2.2572, -0.8689, -2.1529], [4.3959, 3.0102, -5.5350], [4.5659, 1.5836, -4.4925], [3.9203, 1.4135, -6.1408], [0.2327, 2.0121, -5.8767], [0.3786, 3.5499, -4.9812], [-1.0790, 2.5582, -4.8107], [3.0097, -0.2714, -1.6391], [2.7432, -1.5569, -2.8463], [1.6976, -1.4355, -1.4125], [8.2691, -3.5905, -2.5008], [8.2522, -3.0258, -3.8246], [7.8951, -1.4416, -3.9701], [6.4963, -1.3844, -3.4581], [8.0005, -1.4832, -5.5631], [7.2266, -2.4366, -6.2907], [8.3326, 0.1241, -3.9476], [8.8548, 0.6501, -2.7128], [8.7848, -4.5458, -2.5586], [8.7963, -2.9478, -1.7975], [7.2475, -3.7488, -2.1593], [6.2881, -2.6547, -5.7815], [7.7987, -3.3531, -6.4304], [7.0125, -2.0035, -7.2649], [9.7306, 0.0903, -2.3829], [8.0865, 0.6243, -1.9381], [9.1482, 1.6799, -2.8940], [-0.0528, 5.1562, 1.2380], [-0.1357, 3.7527, 0.9396], [1.1626, 2.8040, 1.3140], [2.1499, 3.4565, 0.3828], [0.4210, 1.5119, 0.7349], [-0.2255, 1.5724, -0.5400], [2.3064, 1.8213, 2.0273], [3.0735, 2.4200, 3.0685], [-1.0612, 5.5612, 1.1935], [0.3530, 5.3321, 2.2327], [0.5709, 5.6499, 0.4946], [0.2690, 2.2713, -1.2121], [-1.2694, 1.8580, -0.4084], [-0.1939, 0.5821, -0.9843], [2.4287, 2.7650, 3.8783], [3.6471, 3.2636, 2.6768], [3.7603, 1.6768, 3.4659], [-7.7023, -2.7991, 3.2714], [-6.6825, -3.7820, 3.5441], [-5.7289, -3.5415, 4.8234], [-5.0103, -2.2736, 4.5778], [-4.8641, -4.8606, 4.5676], [-4.1627, -4.9917, 3.3319], [-5.7159, -3.7956, 6.4148], [-6.7342, -3.1413, 7.1955], [-8.4123, -3.2387, 2.5753], [-8.2278, -2.5122, 4.1816], [-7.2549, -1.9190, 2.8133], [-3.8527, -4.0200, 2.9470], [-4.7892, -5.4994, 2.5986], [-3.2800, -5.5991, 3.5192], [-7.7325, -3.4173, 6.8531], [-6.6124, -2.0581, 7.1427], [-6.6169, -3.4661, 8.2250], [6.8758, 5.2949, 5.5024], [6.7198, 5.7271, 4.1375], [6.2173, 7.2445, 3.8860], [4.8744, 7.3397, 4.4963], [6.2248, 7.1070, 2.2959], [5.4023, 6.1129, 1.6865], [6.8077, 8.7404, 3.7985], [7.4487, 9.2696, 4.9754], [7.4697, 4.3845, 5.4921], [7.3897, 6.0437, 6.1036], [5.8981, 5.0861, 5.9341], [4.5002, 5.9187, 2.2665], [5.9751, 5.1925, 1.5729], [5.1198, 6.4655, 0.6979], [8.2787, 8.6361, 5.2912], [6.7264, 9.3646, 5.7878], [7.8365, 10.2518, 4.7229]],
  "charge": 0,
  "spin_multiplicity": 1,
  "smiles": "C[Si](C)(C)c1cccc2nc(B(O)O)c(S)nc12.COP(=O)(OC)OC.COP(=O)(OC)OC.COP(=O)(OC)OC.COP(=O)(OC)OC.COP(=O)(OC)OC",
  "energy_ev": -141797.900,
  "homo_lumo_gap_ev": 7.8
}


No. 2
{
  "formula": "C3H4FN",
  "method": "wB97M-V/def2-TZVPD",
  "species": ["C", "C", "C", "N", "F", "H", "H", "H", "H"],
  "xyz": [[0.4075, 0.8008, -2.0864], [-0.6861, -0.9274, 1.0224], [0.1948, 0.0117, 1.2365], [1.3124, 0.3229, -1.6049], [-0.1813, 1.2349, 1.6642], [-0.4046, -1.9144, 0.5100], [-0.1693, 1.1905, -2.9663], [-1.7187, -0.6152, 1.2589], [1.2454, -0.1039, 0.9654]],
  "charge": 0,
  "spin_multiplicity": 1,
  "smiles": "C=CF.C#N",
  "e_above_lowest_kj_mol": 131.9,
  "energy_ev": -7381.169,
  "homo_lumo_gap_ev": 10.9
}


No. 3
{
  "formula": "C42H40N2O6P2Ru",
  "method": "wB97M-V/def2-TZVPD",
  "species": ["Ru", "C", "C", "C", "C", "C", "C", "C", "C", "C", "H", "H", "H", "H", "H", "H", "H", "H", "H", "H", "H", "H", "H", "H", "H", "P", "P", "C", "C", "C", "C", "C", "C", "C", "C", "C", "C", "C", "C", "C", "C", "C", "C", "C", "C", "C", "C", "C", "C", "C", "C", "C", "C", "H", "H", "H", "H", "H", "H", "H", "H", "H", "H", "H", "H", "H", "H", "H", "H", "H", "H", "H", "H", "H", "H", "O", "C", "O", "C", "C", "C", "C", "C", "C", "N", "O", "O", "N", "O", "O", "H", "H", "H"],
  "xyz": [[-2.1100, -3.1068, -0.3567], [-1.1850, -5.0774, 0.5396], [-0.5523, -3.8987, 0.9809], [0.7998, -3.4065, 0.5137], [0.7899, -2.5192, -0.7447], [-0.4753, -2.6213, -1.5733], [-1.0633, -3.8673, -1.9874], [-0.3482, -5.2162, -1.8686], [-0.6817, -5.9723, -0.5585], [-3.4297, -1.8396, -1.1511], [-1.8659, -5.5564, 1.2421], [-0.7695, -3.6570, 2.0313], [1.4970, -4.2549, 0.3677], [1.1874, -2.7953, 1.3498], [0.8820, -1.4618, -0.4411], [1.6866, -2.6958, -1.3652], [-0.6244, -1.7911, -2.2781], [-1.8034, -3.8104, -2.7934], [0.7394, -5.0832, -1.9843], [-0.7141, -5.8249, -2.7150], [-1.4635, -6.7281, -0.7858], [0.1812, -6.5696, -0.2046], [-4.4067, -2.1415, -0.7154], [-3.4244, -1.9866, -2.2515], [-3.2812, -0.7489, -0.9454], [2.0965, 4.5014, 2.2505], [1.6909, 5.2790, -0.9069], [3.4502, 4.4067, 1.0580], [3.3041, 4.8282, -0.2282], [2.9514, 5.2564, 3.7057], [4.3341, 5.1867, 3.9193], [4.8977, 5.7276, 5.0838], [4.0969, 6.3739, 6.0227], [2.7243, 6.5165, 5.7792], [2.1552, 5.9822, 4.6207], [1.9321, 2.7136, 2.6795], [1.3602, 1.8766, 1.6963], [1.2318, 0.5072, 1.9371], [1.6644, -0.0270, 3.1620], [2.2097, 0.8096, 4.1446], [2.3443, 2.1821, 3.9086], [2.3137, 6.8227, -1.7553], [2.7352, 7.8919, -0.9389], [3.3426, 9.0170, -1.4972], [3.5240, 9.1094, -2.8840], [3.0721, 8.0695, -3.7016], [2.4664, 6.9376, -3.1417], [1.4956, 4.1557, -2.3521], [0.2031, 4.0969, -2.9202], [-0.0180, 3.3283, -4.0634], [1.0437, 2.6005, -4.6259], [2.3149, 2.6294, -4.0424], [2.5421, 3.3958, -2.8893], [4.3915, 3.9491, 1.3936], [4.1677, 4.9494, -0.9036], [4.9805, 4.7032, 3.1946], [5.9703, 5.6333, 5.2551], [4.5341, 6.7768, 6.9405], [2.0972, 7.0457, 6.4976], [1.0907, 6.1129, 4.4198], [1.0325, 2.3055, 0.7439], [0.7879, -0.1424, 1.1767], [1.5707, -1.0996, 3.3448], [2.5387, 0.3966, 5.0996], [2.7892, 2.8311, 4.6661], [2.5990, 7.8273, 0.1399], [3.6772, 9.8332, -0.8551], [4.0141, 9.9826, -3.3215], [3.1974, 8.1329, -4.7839], [2.1359, 6.1301, -3.7942], [-0.6146, 4.6563, -2.4588], [-1.0126, 3.3011, -4.5134], [0.8719, 2.0126, -5.5291], [3.1395, 2.0622, -4.4823], [3.5273, 3.4068, -2.4203], [-3.5671, -5.4195, -2.1403], [-4.0333, -5.4232, -0.9850], [-3.7958, -4.5917, -0.0225], [-4.9786, -6.5682, -0.6267], [-5.6951, -6.6077, 0.5814], [-6.5439, -7.7067, 0.8554], [-6.6557, -8.7680, -0.0498], [-5.9092, -8.7354, -1.2338], [-5.0935, -7.6253, -1.5447], [-5.9867, -9.8656, -2.1167], [-6.7072, -10.8290, -1.7658], [-5.3449, -9.8509, -3.1873], [-7.3474, -7.7679, 2.0471], [-7.3212, -6.8255, 2.8708], [-8.0622, -8.7909, 2.2066], [-5.6370, -5.7876, 1.2954], [-7.2898, -9.6220, 0.1690], [-4.5616, -7.5662, -2.4895]],
  "charge": 2,
  "spin_multiplicity": 5,
  "e_above_lowest_kj_mol": 0.0,
  "energy_ev": -80601.104,
  "homo_lumo_gap_ev": [6.6, 4.4]
}


No. 4
{
  "formula": "Cl2KO8",
  "method": "wB97M-V/def2-TZVPD",
  "species": ["K", "Cl", "O", "O", "O", "O", "Cl", "O", "O", "O", "O"],
  "xyz": [[-1.3809, -1.0015, -2.5779], [1.4494, -1.8257, 0.4468], [1.3328, -2.9658, 1.2662], [2.8618, -1.5159, 0.3059], [0.7329, -1.9799, -0.7080], [0.5750, -0.7742, 0.8581], [-1.1912, 2.0434, 0.1446], [-1.8734, 0.9857, -0.5748], [0.0170, 1.9244, -0.5469], [-1.5056, 3.3760, -0.2255], [-1.0179, 1.7333, 1.6115]],
  "charge": 0,
  "spin_multiplicity": 2,
  "energy_ev": -57730.333,
  "homo_lumo_gap_ev": [7.7, 3.9]
}


No. 5
{
  "formula": "C37H33ClF6N6O4PSeY",
  "method": "wB97M-V/def2-TZVPD",
  "species": ["Y", "Cl", "C", "C", "O", "O", "H", "H", "C", "C", "C", "C", "C", "C", "N", "C", "C", "C", "C", "C", "C", "C", "O", "O", "C", "C", "H", "H", "H", "H", "H", "H", "H", "H", "H", "H", "H", "H", "H", "H", "N", "C", "C", "C", "C", "C", "C", "N", "C", "C", "C", "C", "N", "C", "C", "H", "H", "H", "H", "H", "H", "H", "H", "H", "F", "P", "F", "F", "F", "F", "F", "C", "N", "C", "Se", "N", "C", "C", "C", "C", "C", "C", "H", "H", "H", "H", "H", "H", "H", "H"],
  "xyz": [[0.8712, 1.1233, 0.1864], [5.8293, -0.6228, 0.2602], [4.8574, 0.8241, -0.2318], [3.3748, 0.5964, -0.0577], [2.8771, 0.6666, 1.1026], [2.6472, 0.3908, -1.0755], [5.0951, 1.0208, -1.2703], [5.1788, 1.6336, 0.4151], [-2.0500, 7.2193, -3.6314], [-2.1691, 6.9166, -2.1567], [-3.4252, 6.9894, -1.5667], [-3.5937, 6.6682, -0.2297], [-2.4999, 6.2893, 0.5237], [-1.2369, 6.2130, -0.0548], [-0.2087, 5.7127, 0.7895], [1.1584, 6.0031, 0.7520], [1.6346, 7.3143, 0.7819], [2.9929, 7.5656, 0.8144], [3.9114, 6.5151, 0.8444], [3.4466, 5.2133, 0.8054], [2.0782, 4.9656, 0.7515], [1.5790, 3.5858, 0.5563], [1.0633, 2.9404, 1.5276], [1.6579, 3.0348, -0.5940], [-1.0498, 6.5203, -1.4038], [0.2829, 6.3204, -2.0868], [-3.0113, 7.5463, -4.0253], [-1.7418, 6.3408, -4.2019], [-1.3224, 8.0069, -3.8342], [-4.2762, 7.2826, -2.1687], [-4.5728, 6.7207, 0.2288], [-2.6138, 6.0471, 1.5737], [-0.4929, 4.9816, 1.4176], [0.9154, 8.1245, 0.7834], [3.3438, 8.5891, 0.8372], [4.9733, 6.7128, 0.8911], [4.1430, 4.3830, 0.8058], [1.0459, 7.0216, -1.7498], [0.1933, 6.4404, -3.1623], [0.6688, 5.3146, -1.8985], [-4.1864, -3.8958, -0.4729], [-5.0889, -4.8663, -0.0632], [-6.2891, -5.3166, -0.6153], [-6.9385, -6.3143, 0.0761], [-6.4175, -6.8489, 1.2732], [-5.2360, -6.3908, 1.8084], [-4.5676, -5.3713, 1.1233], [-3.3828, -4.7106, 1.4524], [-3.2132, -3.8576, 0.4845], [-2.0707, -2.9275, 0.4253], [-1.5161, -2.5172, -0.7786], [-0.4615, -1.6266, -0.7475], [0.0270, -1.1209, 0.3881], [-0.4912, -1.5460, 1.5531], [-1.5195, -2.4591, 1.6156], [-4.3001, -3.2545, -1.2382], [-6.6907, -4.9100, -1.5334], [-7.8749, -6.6976, -0.3067], [-6.9651, -7.6331, 1.7782], [-4.8336, -6.7943, 2.7276], [-1.8775, -2.8860, -1.7290], [0.0237, -1.3139, -1.6647], [-0.0512, -1.1418, 2.4579], [-1.9133, -2.7952, 2.5641], [-0.7632, 1.2008, -1.4216], [-2.1484, 1.8754, -0.5814], [-1.3394, 1.3248, 0.8432], [-1.2473, 3.1764, -0.4390], [-2.8000, 0.4276, -0.6674], [-3.3036, 2.4556, 0.2980], [-2.7402, 2.3225, -1.9588], [1.2965, -5.6749, -0.3934], [2.6544, -5.4938, 0.1197], [3.3320, -4.3461, 0.2319], [2.7643, -2.6196, -0.2648], [4.5338, -4.6041, 0.7648], [4.6573, -5.9647, 0.9970], [5.6984, -6.7325, 1.5194], [5.4554, -8.0809, 1.6236], [4.2261, -8.6556, 1.2236], [3.2033, -7.8976, 0.7062], [3.4523, -6.5281, 0.5986], [0.9262, -4.7179, -0.7481], [0.6564, -6.0432, 0.4056], [1.3246, -6.3873, -1.2147], [5.2184, -3.8867, 0.9519], [6.6389, -6.2973, 1.8260], [6.2258, -8.7250, 2.0244], [4.0910, -9.7231, 1.3296], [2.2668, -8.3406, 0.3984]],
  "charge": 1,
  "spin_multiplicity": 2,
  "e_above_lowest_kj_mol": 244.3,
  "energy_ev": -160548.399,
  "homo_lumo_gap_ev": [5.8, 2.4]
}


No. 6
{
  "formula": "C3H4N2S",
  "method": "wB97M-V/def2-TZVPD",
  "species": ["C", "C", "C", "N", "N", "S", "H", "H", "H", "H"],
  "xyz": [[1.3223, -0.8118, 0.0527], [-0.7855, -0.3212, -1.2617], [0.0724, -0.3359, 0.5491], [2.3005, -1.1958, -0.4155], [0.1993, 0.9016, 1.1883], [-1.6321, 0.9306, -1.4987], [-0.5738, -1.1162, -1.8554], [-0.6702, -0.9457, 1.0844], [0.4236, 1.7731, 0.5462], [-0.6565, 1.1214, 1.6105]],
  "charge": 0,
  "spin_multiplicity": 1,
  "e_above_lowest_kj_mol": 316.6,
  "energy_ev": -16988.209,
  "homo_lumo_gap_ev": 8.1
}